# 1
# C17H26F3N3O4

3 unconnected molecules or ions with the total composition C17H26F3N3O4 in a non-equilibrium geometry (the ωB97M-V functional and the def2-TZVPD basis, the Open Molecules 2025 dataset).

Each line ends with the natural charge from an NBO analysis.
Cartesian coordinates (Å):
1 H 6.872 -0.729 2.994  0.35
2 C -0.251 -3.329 -2.804  0.69
3 H -1.295 4.615 0.378  0.19
4 F 1.701 -0.686 -1.672  -0.30
5 H -2.811 -3.111 -4.138  0.24
6 C -3.609 -1.102 -1.504  -0.18
7 H -1.556 2.531 -0.683  0.18
8 C -2.451 3.160 -0.667  -0.07
9 F 1.276 -1.428 -3.644  -0.31
10 H 2.252 -1.966 2.681  0.18
11 C 1.605 -1.795 -2.402  1.09
12 C 4.702 -1.634 0.651  -0.62
13 N -2.375 3.534 1.793  -0.82
14 H -3.382 5.721 -0.591  0.20
15 H -4.443 -0.508 -1.150  0.23
16 C 2.683 -1.058 3.108  -0.25
17 H 4.033 -2.483 0.489  0.21
18 H -4.702 3.451 -1.776  0.17
19 H -1.640 2.836 1.867  0.35
20 O 0.377 -2.114 0.388  -0.48
21 C -2.292 4.175 0.477  -0.08
22 H -2.299 -0.609 0.151  0.24
23 O 3.926 -1.305 3.742  -0.55
24 C -1.548 -2.602 -2.490  -0.07
25 H 1.995 -0.667 3.859  0.19
26 C -2.710 -2.562 -3.209  -0.19
27 C -1.426 -1.918 -1.279  -0.17
28 N 6.246 -0.575 2.208  -0.82
29 N 0.686 -2.749 -1.861  -0.59
30 H -5.424 1.935 -1.206  0.18
31 C -4.794 2.779 -0.919  -0.25
32 H 5.564 0.087 2.570  0.35
33 C -2.439 -1.152 -0.778  -0.16
34 H 6.277 -2.596 1.704  0.19
35 O 0.005 -4.158 -3.628  -0.47
36 F 2.833 -2.333 -2.447  -0.31
37 C 4.712 -2.307 3.124  -0.07
38 H 4.095 -3.177 2.864  0.16
39 C -3.298 5.320 0.421  -0.61
40 C -0.044 -2.222 -0.731  0.71
41 H -2.981 6.132 1.075  0.22
42 O -3.538 2.263 -0.513  -0.56
43 H 5.413 -2.641 3.895  0.18
44 H -4.291 5.015 0.751  0.20
45 H -5.288 3.290 -0.090  0.17
46 H -4.682 -1.768 -3.214  0.22
47 H 4.099 -0.727 0.682  0.20
48 H 5.354 -1.554 -0.219  0.22
49 H 2.794 -0.294 2.335  0.16
50 C 5.532 -1.823 1.918  -0.08
51 H -3.232 2.986 1.811  0.35
52 C -3.737 -1.808 -2.679  -0.19
53 H -2.499 3.660 -1.643  0.17

Calculated values
energy: -38862.6726 eV
frontier orbital gap: 8.4 eV
SMILES: O=C1c2ccccc2C(=O)N1C(F)(F)F.COC[C@@H](C)N.COC[C@@H](C)N
HOMO level: -0.3313 Ha
net charge: 0
E_LUMO: -0.63 eV

=====

# 2
# C17H26F4IN2O6

3 unconnected molecules or ions with the total composition C17H26F4IN2O6 in a non-equilibrium geometry (the ωB97M-V functional and the def2-TZVPD basis, the Open Molecules 2025 dataset).

Each line ends with the natural charge from an NBO analysis.
Cartesian coordinates (Å):
1 C 4.901 -2.071 4.405  -0.64
2 C 1.422 3.478 -0.627  -0.47
3 N -1.732 1.520 -1.065  -0.14
4 C -3.736 1.477 0.948  -0.10
5 H 2.311 3.388 -1.420  0.27
6 C 1.005 -3.442 1.274  -0.26
7 H -2.513 -1.814 -5.326  0.22
8 F 0.137 4.565 1.975  -0.33
9 C -1.480 -1.741 -4.971  -0.64
10 H 0.824 1.740 0.896  0.21
11 H 0.423 2.109 -2.013  0.30
12 H 3.015 -1.219 5.079  0.20
13 H 2.574 1.518 0.096  0.25
14 F -2.289 5.962 -0.725  -0.34
15 H -0.886 -6.124 -1.715  0.20
16 O -2.383 -4.742 -2.181  -0.50
17 C -3.036 2.885 1.523  -0.13
18 H -0.968 -2.652 -5.297  0.24
19 H -1.926 -0.657 -3.174  0.17
20 H -0.997 -0.887 -5.456  0.22
21 C -1.761 3.342 0.601  0.20
22 N -1.149 2.673 -0.589  -0.17
23 C 2.288 -2.303 2.852  0.98
24 O -0.434 -4.104 -3.214  -0.64
25 C -2.906 0.999 -0.380  0.01
26 C 0.057 3.079 -1.403  -0.21
27 C -1.440 -1.596 -3.461  -0.07
28 C -1.117 4.782 1.159  0.62
29 H 1.499 4.550 -0.184  0.23
30 F -1.028 7.270 0.811  -0.33
31 O 3.107 -1.231 2.991  -0.50
32 C 1.776 2.294 0.502  -0.65
33 H 5.600 -1.959 3.570  0.21
34 I -0.435 4.381 -3.152  0.21
35 O -2.173 -2.652 -2.824  -0.51
36 H 4.553 -3.109 4.389  0.23
37 H -1.873 -6.485 -3.177  0.20
38 H 4.124 -0.073 4.328  0.19
39 C -1.012 5.965 0.047  0.48
40 H -2.561 -6.684 -1.553  0.20
41 H 0.558 -3.285 0.289  0.19
42 F -2.016 5.425 2.202  -0.33
43 H -3.474 3.400 2.468  0.32
44 H 1.636 -4.336 1.229  0.20
45 C -1.547 -3.854 -2.774  0.98
46 H -4.665 0.960 1.430  0.30
47 H -0.413 -1.555 -3.083  0.19
48 H 5.439 -1.906 5.344  0.22
49 C -1.885 -6.078 -2.161  -0.26
50 O 2.050 -3.143 3.708  -0.63
51 H 0.198 -3.575 2.001  0.20
52 O 1.802 -2.302 1.586  -0.51
53 H -0.047 6.004 -0.599  0.23
54 C 3.744 -1.099 4.270  -0.07
55 H 2.213 2.893 1.437  0.25
56 H -3.371 0.017 -0.882  0.28

Calculated values
energy: -52269.5474 eV
frontier orbital gap: 6.5 eV
HOMO level: -0.4687 Ha
net charge: +1
E_LUMO: -6.26 eV

=====

# 3
# C17H26N2

A single C17H26N2 molecule in a non-equilibrium geometry (the ωB97M-V functional and the def2-TZVPD basis, the Open Molecules 2025 dataset).

Each line ends with the natural charge from an NBO analysis.
Cartesian coordinates (Å):
1 H 2.420 -4.704 -1.138  0.20
2 N 1.430 -2.935 -0.384  -0.51
3 H -4.217 2.414 -2.447  0.21
4 H -3.073 -0.202 0.002  0.20
5 H 2.034 2.617 0.318  0.22
6 H -3.239 4.341 -1.416  0.21
7 C -1.716 1.467 -0.202  -0.03
8 C -3.541 1.713 -1.895  -0.60
9 H 4.463 -3.773 -0.435  0.19
10 H -2.782 1.323 -2.607  0.22
11 N 3.400 -2.040 0.187  -0.45
12 C -1.085 -0.755 0.599  0.02
13 C 2.006 1.570 0.584  -0.64
14 H 2.697 1.091 -0.108  0.22
15 H -4.799 3.146 -0.017  0.21
16 H -0.920 -2.908 0.359  0.26
17 C -1.566 -2.173 0.886  -0.66
18 H -3.551 3.036 1.279  0.21
19 C 2.032 -2.078 0.421  0.45
20 H 2.186 -3.385 -2.249  0.20
21 C -2.040 0.153 0.100  -0.17
22 C -0.395 1.851 -0.019  -0.18
23 H 4.015 -1.862 2.205  0.19
24 C 1.247 -1.303 1.463  -0.48
25 C 3.801 -3.005 -0.858  -0.22
26 H -1.528 -2.357 1.968  0.21
27 H 0.712 -2.023 2.122  0.25
28 H 1.954 -0.760 2.083  0.22
29 H 5.337 -1.919 1.023  0.21
30 C 4.322 -1.567 1.207  -0.41
31 H -0.092 2.858 -0.266  0.20
32 C 2.455 -3.614 -1.223  -0.26
33 H -2.578 -2.350 0.521  0.21
34 H 2.356 1.445 1.597  0.21
35 H -1.715 3.647 -1.916  0.21
36 C 0.610 0.991 0.470  0.00
37 C -2.861 2.352 -0.670  -0.09
38 H 4.403 -0.474 1.190  0.19
39 C -2.403 3.730 -1.108  -0.60
40 C -3.960 2.542 0.381  -0.59
41 H -4.168 0.883 -1.576  0.20
42 H -4.328 1.590 0.692  0.21
43 H -1.874 4.253 -0.275  0.20
44 C 0.247 -0.321 0.854  -0.03
45 H 4.298 -2.504 -1.702  0.20

Calculated values
energy: -21030.9840 eV
frontier orbital gap: 8.7 eV
SMILES: Cc1cc(C(C)(C)C)cc(C)c1CC1=NCCN1C
HOMO level: -0.2895 Ha
energy relative to the best compared isomer or geometry (same formula, charge and spin): 15.3 kcal/mol
net charge: 0
E_LUMO: 0.80 eV

=====

# 4
# C17H26N2O3S

A single C17H26N2O3S molecule in a non-equilibrium geometry (the ωB97M-V functional and the def2-TZVPD basis, the Open Molecules 2025 dataset).

Each line ends with the natural charge from an NBO analysis.
Cartesian coordinates (Å):
1 C 5.027 0.942 4.076  -0.23
2 H -2.507 -2.281 -2.830  0.22
3 O 0.847 -0.319 -1.654  -0.94
4 N -0.760 0.630 1.332  -0.63
5 C 2.857 0.461 2.395  0.08
6 H 5.869 1.128 4.727  0.21
7 H 0.518 1.867 2.364  0.24
8 O -0.547 -1.770 -0.240  -0.98
9 N -1.702 -0.197 -1.804  -0.72
10 H 1.801 0.700 0.544  0.23
11 H -1.817 -3.506 -3.900  0.22
12 C -2.695 0.030 -0.779  -0.22
13 H 0.443 -2.997 -2.650  0.25
14 C -1.716 -3.028 -2.922  -0.41
15 H -2.476 3.463 -0.745  0.25
16 C -2.593 2.485 -1.213  -0.40
17 H -1.143 -4.877 -1.965  0.20
18 H -2.863 -4.508 -1.847  0.21
19 H 5.141 2.853 3.119  0.21
20 H 0.224 0.288 3.132  0.19
21 C -1.407 1.689 0.818  0.68
22 H -3.682 -0.045 -1.255  0.20
23 C -1.584 0.842 -2.804  -0.22
24 H -3.541 2.467 -1.757  0.19
25 H 1.517 -0.844 1.346  0.21
26 H -2.481 0.811 -3.437  0.19
27 C 3.273 -0.501 3.306  -0.25
28 H -3.488 1.543 0.508  0.24
29 H -1.412 2.981 -2.958  0.22
30 H -0.163 -1.745 -3.750  0.24
31 S -0.347 -1.099 -1.500  2.33
32 C 1.663 0.224 1.517  -0.46
33 C 4.351 -0.264 4.140  -0.20
34 H -2.608 -0.783 -0.059  0.24
35 H -0.711 0.607 -3.411  0.22
36 H 4.666 -1.023 4.842  0.21
37 C 3.540 1.670 2.341  -0.25
38 C -1.436 2.224 -2.173  -0.42
39 H -1.697 -3.626 -0.853  0.23
40 H -0.872 -0.296 0.946  0.42
41 H 2.750 -1.446 3.357  0.21
42 C -0.379 -2.316 -2.852  -0.64
43 H -0.493 2.264 -1.625  0.22
44 O -1.148 2.837 1.129  -0.65
45 C 0.403 0.796 2.178  -0.22
46 H 3.222 2.426 1.637  0.21
47 C -2.597 1.411 -0.118  -0.33
48 C -1.866 -4.076 -1.826  -0.62
49 C 4.618 1.909 3.174  -0.19

Calculated values
energy: -38009.7512 eV
frontier orbital gap: 9.3 eV
SMILES: CCCS(=O)(=O)N1CCC[C@H](C(=O)NCCc2ccccc2)C1
HOMO level: -0.3229 Ha
energy relative to the best compared isomer or geometry (same formula, charge and spin): 17.6 kcal/mol
net charge: 0
E_LUMO: 0.50 eV

=====

# 5
# C17H26N2O5S2

A single C17H26N2O5S2 molecule in a non-equilibrium geometry (the ωB97M-V functional and the def2-TZVPD basis, the Open Molecules 2025 dataset).

Each line ends with the natural charge from an NBO analysis.
Cartesian coordinates (Å):
1 H 5.940 -0.940 -0.055  0.19
2 H 5.099 2.530 -1.831  0.20
3 O 3.184 -2.148 1.144  -0.94
4 C -6.809 -1.057 0.053  -0.62
5 C 0.792 -0.612 -1.407  -0.18
6 H -5.178 1.974 -1.570  0.24
7 H 5.493 1.598 1.608  0.17
8 H -4.688 -1.829 1.549  0.20
9 C 4.914 1.990 -0.902  -0.07
10 N -2.254 1.143 -0.251  -0.64
11 H -3.386 -1.147 0.575  0.21
12 H 0.616 1.391 3.309  0.18
13 H 1.507 -0.286 1.866  0.25
14 H -5.193 -3.455 -0.278  0.20
15 H -4.264 2.959 -0.402  0.25
16 S 3.080 -1.431 -0.093  2.32
17 S -5.142 1.037 0.658  0.17
18 H 4.314 2.616 -0.224  0.16
19 C -0.451 0.001 -1.450  -0.26
20 H -5.118 -0.499 -1.162  0.22
21 C -0.313 0.432 0.936  0.26
22 H -3.966 -2.697 -1.298  0.21
23 C 4.154 0.689 -1.177  -0.27
24 C -3.160 1.308 -1.251  0.67
25 H -1.000 0.074 -2.374  0.26
26 H -6.986 -2.000 -0.458  0.21
27 O 3.390 -2.122 -1.313  -0.94
28 C 0.931 -0.175 0.964  -0.26
29 H -0.162 -0.199 3.547  0.19
30 C -1.008 0.526 -0.292  0.21
31 H -1.029 1.296 3.987  0.21
32 H 3.149 0.904 -1.543  0.22
33 C 5.345 -0.321 0.632  -0.27
34 H -2.541 1.426 0.681  0.43
35 O -3.000 0.986 -2.406  -0.60
36 C -4.448 1.947 -0.761  -0.62
37 C -4.253 -2.909 -0.270  -0.61
38 O 6.175 1.740 -0.332  -0.52
39 H 4.690 0.090 -1.927  0.20
40 C -4.372 -1.614 0.526  -0.41
41 H 1.239 -1.041 -2.289  0.24
42 N 4.036 -0.043 0.068  -0.67
43 C -5.358 -0.635 -0.105  -0.31
44 C -0.332 0.848 3.280  -0.25
45 H 7.074 0.847 1.226  0.20
46 H -3.493 -3.548 0.172  0.22
47 H -7.055 -1.176 1.106  0.21
48 C 6.057 1.010 0.868  -0.07
49 H -7.470 -0.306 -0.372  0.22
50 O -0.951 0.961 2.018  -0.51
51 H 5.192 -0.865 1.564  0.24
52 C 1.463 -0.688 -0.207  -0.34

Calculated values
energy: -52938.8575 eV
frontier orbital gap: 9.1 eV
SMILES: CC[C@@H](C)SCC(=O)Nc1ccc(S(=O)(=O)N2CCOCC2)cc1OC
HOMO level: -0.3173 Ha
energy relative to the best compared isomer or geometry (same formula, charge and spin): 0.0 kcal/mol
net charge: 0
E_LUMO: 0.45 eV